108
Properties=species:S:1:pos:R:3:forces:R:3 method="wB97M-V/def2-TZVPD" e_homo_ev=-7.65 homo_lumo_gap_ha=0.2887 e_above_lowest_ev=0.0000 mol_weight_g_mol=1042.16
Y 1.1911 0.9051 0.0233 0.39 -0.22 -0.08
N -2.0806 1.2090 1.8988 0.29 -0.17 -0.51
P -0.5421 0.7314 2.5430 -0.23 -0.03 0.02
C -0.4370 1.7969 4.0141 0.00 0.08 -0.22
C -0.3530 3.1694 3.7782 -0.01 0.07 0.03
C -0.2766 4.0525 4.8426 0.00 -0.02 -0.02
C -0.2592 3.5698 6.1439 0.00 -0.05 0.01
C -0.3207 2.2033 6.3792 0.01 0.09 0.06
C -0.4121 1.3155 5.3179 -0.02 -0.08 -0.04
C -0.8265 -0.9185 3.2533 0.18 0.00 -0.04
C 0.2896 -1.7521 3.3323 0.00 0.07 -0.03
C 0.1730 -3.0253 3.8703 -0.05 -0.04 0.03
C -1.0611 -3.4731 4.3252 0.04 0.00 -0.01
C -2.1775 -2.6504 4.2356 0.00 0.02 -0.02
C -2.0591 -1.3751 3.7007 -0.05 -0.01 0.07
P -2.1090 0.9127 0.1956 -0.02 0.23 0.34
C -3.5770 -0.1534 -0.0354 0.05 0.06 -0.23
C -4.5250 -0.4029 0.9442 0.00 0.00 0.03
C -5.6185 -1.2168 0.6691 0.02 0.02 0.04
C -5.7688 -1.7796 -0.5877 0.03 0.00 -0.06
C -4.8256 -1.5257 -1.5792 -0.07 -0.03 0.04
C -3.7351 -0.7202 -1.3024 -0.02 0.04 0.06
C -2.7714 2.4286 -0.5755 0.03 -0.11 0.02
C -3.8315 3.1524 -0.0393 0.00 0.03 -0.03
C -4.3479 4.2389 -0.7275 -0.02 0.00 0.00
C -3.8264 4.5904 -1.9663 0.03 0.00 0.00
C -2.7751 3.8669 -2.5087 -0.04 0.04 0.02
C -2.2437 2.7934 -1.8102 0.01 -0.08 0.01
H -2.4481 2.0915 2.2328 -0.06 -0.07 0.11
H -0.3214 3.5359 2.7582 0.01 0.02 0.02
H -0.2095 5.1162 4.6556 0.00 0.00 0.00
H -0.1880 4.2595 6.9749 0.00 0.00 0.01
H -0.2977 1.8273 7.3938 0.00 -0.01 0.00
H -0.4632 0.2507 5.5072 0.00 0.01 0.01
H 1.2487 -1.4048 2.9597 -0.01 -0.03 0.04
H 1.0422 -3.6673 3.9237 0.01 -0.01 0.00
H -1.1556 -4.4672 4.7439 0.00 0.00 0.01
H -3.1391 -3.0018 4.5880 -0.01 0.00 0.00
H -2.9222 -0.7265 3.6339 -0.05 0.01 -0.02
H -4.4078 0.0469 1.9211 0.01 -0.03 0.06
H -6.3552 -1.4067 1.4393 0.00 0.00 0.01
H -6.6208 -2.4121 -0.8001 -0.01 -0.01 0.00
H -4.9455 -1.9620 -2.5626 0.02 0.00 -0.01
H -2.9865 -0.5327 -2.0674 -0.03 -0.02 0.01
H -4.2733 2.8570 0.9063 0.00 0.02 0.01
H -5.1693 4.8044 -0.3069 0.00 0.00 0.01
H -4.2352 5.4363 -2.5034 0.00 0.00 0.00
H -2.3561 4.1586 -3.4632 0.01 -0.02 -0.02
H -1.4075 2.2282 -2.2105 0.01 0.05 -0.02
O 5.5873 0.5866 -1.0666 0.06 -0.01 0.00
C 5.8724 -0.6510 -0.6225 0.02 0.08 -0.04
C 7.2210 -1.0138 -0.5911 0.00 -0.06 0.02
C 7.5950 -2.2660 -0.1538 0.00 0.00 0.00
C 6.6356 -3.1881 0.2629 -0.01 -0.01 0.00
C 5.3037 -2.8330 0.2354 0.02 -0.02 0.02
C 4.8968 -1.5698 -0.2025 -0.02 0.13 -0.13
C 3.4605 -1.2133 -0.2293 -0.08 0.01 0.04
O 3.1120 -0.0643 -0.7409 -0.13 -0.09 0.03
N 2.6154 -2.0791 0.2526 0.12 -0.14 -0.03
N 1.2955 -1.6387 0.1840 -0.15 0.47 -0.07
C 0.4638 -2.6043 0.1362 0.20 -0.28 0.15
S -1.2497 -2.3570 -0.0330 -0.04 0.06 -0.07
C -1.6787 -4.0145 0.5499 -0.05 0.09 0.05
C -0.6634 -4.9714 -0.0370 0.09 -0.03 -0.07
S 0.9994 -4.2816 0.2086 -0.01 0.08 0.05
H 4.6165 0.7043 -1.0011 0.00 -0.02 0.00
H 7.9514 -0.2833 -0.9112 0.00 0.01 0.00
H 8.6446 -2.5318 -0.1322 0.01 0.00 0.00
H 6.9324 -4.1699 0.6058 0.00 -0.01 0.01
H 4.5377 -3.5261 0.5549 0.00 -0.01 0.01
H -2.6924 -4.2221 0.2074 0.00 -0.02 0.01
H -1.6543 -4.0098 1.6390 0.00 -0.06 0.00
H -0.8250 -5.1085 -1.1067 -0.08 -0.02 0.02
H -0.6950 -5.9424 0.4564 0.00 0.00 0.00
F 2.6370 0.6461 1.9409 -0.20 -0.01 0.02
B 3.2421 1.9830 1.9537 -0.02 0.02 0.06
F 4.5520 1.9287 2.2846 0.03 -0.06 0.00
F 2.4690 2.7973 2.7478 0.06 0.00 0.04
F 3.0522 2.3766 0.5712 -0.16 0.03 0.02
Cl -0.6763 5.8488 -0.4940 0.06 -0.04 0.04
C 0.9121 5.0367 -0.3887 0.03 0.02 -0.01
C 0.7478 3.5345 -0.4392 -0.24 0.16 -0.07
O 1.2515 2.8873 -1.3895 -0.05 -0.07 0.17
O 0.1342 2.9630 0.5111 0.17 -0.08 -0.05
H 1.3567 5.3083 0.5657 0.03 0.00 -0.01
H 1.5296 5.3720 -1.2145 -0.04 0.04 0.00
C -1.7604 0.9958 -5.7004 0.01 -0.07 0.05
C -0.7427 0.2246 -4.8626 -0.06 0.07 -0.11
C 0.4690 1.0871 -4.5509 -0.04 -0.01 0.12
S 1.5351 0.5049 -3.2294 -0.11 -0.02 0.09
O 0.5455 0.2343 -2.0913 -0.01 0.04 0.01
C 2.0631 -1.1283 -3.7963 0.03 0.02 0.14
C 1.1274 -2.2827 -3.4645 0.02 -0.12 -0.05
C 1.8891 -3.6060 -3.5162 -0.06 0.06 0.00
H -2.6256 0.3706 -5.9213 -0.01 0.02 -0.03
H -1.3294 1.3252 -6.6470 0.00 0.00 -0.01
H -2.1158 1.8780 -5.1653 0.00 0.01 0.01
H -0.4293 -0.6735 -5.3982 -0.01 0.01 0.01
H -1.2046 -0.0968 -3.9270 0.04 -0.01 0.04
H 0.1649 2.0656 -4.1658 0.00 0.03 -0.07
H 1.1119 1.2573 -5.4174 0.00 0.00 -0.02
H 3.0094 -1.2652 -3.2671 0.03 -0.01 -0.05
H 2.2800 -1.0272 -4.8621 0.02 -0.04 -0.01
H 0.2798 -2.3108 -4.1506 0.02 0.03 0.01
H 0.7195 -2.1291 -2.4657 0.00 0.02 0.00
H 2.3263 -3.7750 -4.5021 0.02 -0.01 -0.01
H 1.2234 -4.4408 -3.2958 0.01 -0.01 0.01
H 2.6913 -3.6154 -2.7765 0.00 -0.01 0.00